# 1
This record from OMol25 describes a single C3H4N4O molecule at a distorted geometry. The level of theory is ωB97M-V/def2-TZVPD.

Cartesian coordinates (Å):
C1 -2.136 -0.140 -0.035
C2 0.121 -0.321 0.012
C3 0.816 0.933 -0.032
H1 -3.163 -0.723 0.321
H2 -1.339 -1.975 0.224
H3 0.373 1.819 0.039
H4 2.821 1.372 0.327
N1 -1.185 -1.016 -0.208
N2 2.089 0.763 -0.215
N3 2.350 -0.598 -0.023
N4 1.158 -1.173 -0.215
O1 -1.906 1.059 -0.193

Results
Net charge: 0
LUMO: 0.75 eV
ΔE to the lowest compared entry with this formula, charge and spin: 81.3 kcal per mole
Max |F|: 5.6 eV/Å

---

# 2
This record from OMol25 describes a molecular structure, C12H26BN6OW. The level of theory is ωB97M-V/def2-TZVPD.

Cartesian coordinates (Å):
W1 -0.019 -0.408 -0.115
C1 -0.978 0.154 2.701
N1 -0.027 -0.770 2.001
C2 1.375 -0.474 2.472
C3 -0.365 -2.207 2.322
C4 0.086 -3.081 1.178
N2 -0.452 -2.514 -0.106
C5 -1.951 -2.514 -0.098
C6 0.060 -3.314 -1.266
H1 -0.964 -0.070 3.769
H2 -1.990 -0.003 2.324
H3 -0.667 1.185 2.546
H4 1.408 -0.593 3.556
H5 1.628 0.555 2.223
H6 2.084 -1.161 2.013
H7 -1.440 -2.270 2.481
H8 0.121 -2.487 3.257
H9 -0.273 -4.106 1.294
H10 1.173 -3.119 1.090
H11 -2.342 -3.399 0.406
H12 -2.320 -2.476 -1.120
H13 -2.314 -1.620 0.432
H14 -0.329 -4.330 -1.197
H15 1.147 -3.329 -1.237
H16 -0.282 -2.859 -2.194
C7 -3.081 2.487 -2.281
N3 -1.819 2.747 -1.529
C8 -1.293 4.020 -1.398
C9 -0.123 4.239 -0.765
C10 0.590 3.127 -0.220
N4 0.003 1.901 -0.285
C11 -1.136 1.772 -0.962
O1 -1.518 0.500 -1.040
N5 1.773 3.260 0.336
H17 -3.381 3.422 -2.742
H18 -3.845 2.147 -1.587
H19 -2.886 1.742 -3.048
H20 -1.874 4.813 -1.849
H21 0.279 5.240 -0.696
H22 2.220 4.166 0.385
H23 2.322 2.467 0.629
B1 4.066 -0.511 -2.156
C12 2.775 -0.482 -1.462
N6 1.691 -0.459 -0.946
H24 4.399 -1.650 -2.347
H25 3.651 0.023 -3.185
H26 4.819 0.236 -1.583

Results
Net charge: +3
LUMO (alpha / beta): -11.31 / -11.46 eV
Multiplicity: 3
Max |F|: 0.4 eV/Å

---

# 3
This record from OMol25 describes 3 unconnected molecules or ions with the total composition C53H68NO8PS at a distorted geometry. The level of theory is ωB97M-V/def2-TZVPD.

Cartesian coordinates (Å):
C1 0.425 -1.908 3.533
C2 1.412 -1.731 2.371
C3 1.122 -2.603 1.105
C4 -0.290 -3.221 1.035
C5 -0.376 -4.132 -0.222
C6 -1.764 -4.189 -0.886
C7 -2.442 -2.814 -1.075
C8 -3.042 -2.642 -2.501
C9 -4.374 -1.861 -2.487
C10 -4.136 -0.401 -2.062
C11 -4.045 0.601 -3.223
C12 -3.701 2.058 -2.795
C13 -3.294 2.205 -1.327
C14 -3.217 3.701 -0.866
N1 -3.508 3.743 0.600
C15 -2.693 4.741 1.314
C16 -1.757 4.084 2.345
C17 -0.680 3.203 1.696
C18 0.458 4.010 1.014
C19 1.832 3.373 1.271
C20 2.043 2.164 0.305
C21 3.525 1.948 -0.076
C22 3.850 2.490 -1.473
C23 5.237 2.053 -1.970
C24 5.232 0.670 -2.692
C25 -4.884 3.891 0.824
O1 -5.460 4.879 0.911
O2 -5.646 2.696 0.888
P1 -5.166 1.662 2.049
O3 -4.508 2.474 3.290
O4 -4.115 0.571 1.468
S1 -6.732 0.728 2.681
H1 0.810 -1.310 4.372
H2 0.374 -2.931 3.909
H3 -0.558 -1.489 3.300
H4 1.510 -0.689 2.053
H5 2.393 -2.047 2.746
H6 1.833 -3.433 1.037
H7 1.239 -1.958 0.225
H8 -0.411 -3.870 1.911
H9 -1.082 -2.470 1.100
H10 0.380 -3.794 -0.938
H11 -0.141 -5.149 0.109
H12 -1.612 -4.600 -1.893
H13 -2.466 -4.872 -0.396
H14 -3.230 -2.653 -0.328
H15 -1.735 -1.985 -0.948
H16 -3.222 -3.621 -2.953
H17 -2.343 -2.042 -3.093
H18 -4.886 -1.963 -3.452
H19 -5.047 -2.328 -1.756
H20 -4.928 -0.087 -1.372
H21 -3.206 -0.370 -1.483
H22 -5.028 0.599 -3.712
H23 -3.345 0.205 -3.969
H24 -4.525 2.720 -3.078
H25 -2.831 2.363 -3.393
H26 -2.276 1.824 -1.187
H27 -3.962 1.714 -0.629
H28 -3.974 4.283 -1.408
H29 -2.207 4.042 -1.081
H30 -2.055 5.290 0.616
H31 -3.269 5.501 1.851
H32 -1.239 4.908 2.855
H33 -2.302 3.549 3.124
H34 -0.185 2.660 2.516
H35 -1.081 2.432 1.027
H36 0.257 4.070 -0.061
H37 0.486 5.019 1.445
H38 1.939 2.993 2.293
H39 2.655 4.075 1.093
H40 1.619 1.268 0.776
H41 1.445 2.368 -0.593
H42 4.147 2.473 0.659
H43 3.764 0.879 -0.015
H44 3.819 3.588 -1.426
H45 3.095 2.181 -2.206
H46 5.962 2.015 -1.151
H47 5.613 2.789 -2.689
H48 5.905 -0.014 -2.169
H49 4.241 0.204 -2.679
H50 5.549 0.804 -3.727
H51 -3.912 1.848 3.735
H52 -3.289 0.600 1.980
C26 -3.141 -3.964 -8.692
C27 -2.478 -4.478 -9.803
C28 -1.146 -4.844 -9.709
C29 -0.466 -4.686 -8.507
C30 -1.125 -4.148 -7.400
C31 -2.467 -3.799 -7.495
C32 -0.402 -3.927 -6.119
O5 -0.976 -3.463 -5.154
C33 1.042 -4.278 -6.047
C34 1.748 -4.027 -4.877
C35 3.089 -4.362 -4.792
C36 3.730 -4.958 -5.874
C37 3.032 -5.205 -7.045
C38 1.690 -4.859 -7.139
C39 0.961 -5.099 -8.415
O6 1.520 -5.616 -9.361
H53 -4.185 -3.687 -8.766
H54 -3.004 -4.595 -10.742
H55 -0.632 -5.248 -10.571
H56 -2.982 -3.394 -6.633
H57 1.250 -3.567 -4.033
H58 3.638 -4.160 -3.881
H59 4.776 -5.225 -5.804
H60 3.532 -5.664 -7.887
C40 5.788 4.185 7.451
C41 5.799 3.711 8.759
C42 4.817 2.835 9.190
C43 3.813 2.435 8.318
C44 3.788 2.928 7.011
C45 4.785 3.795 6.579
C46 2.694 2.550 6.077
O7 2.673 2.974 4.939
C47 1.620 1.645 6.569
C48 0.560 1.325 5.729
C49 -0.439 0.473 6.170
C50 -0.381 -0.070 7.450
C51 0.671 0.251 8.293
C52 1.669 1.116 7.860
C53 2.774 1.478 8.788
O8 2.825 1.007 9.906
H61 6.561 4.863 7.114
H62 6.577 4.027 9.443
H63 4.830 2.463 10.206
H64 4.774 4.167 5.563
H65 0.515 1.743 4.732
H66 -1.266 0.227 5.516
H67 -1.159 -0.741 7.790
H68 0.714 -0.168 9.289

Results
Net charge: 0
LUMO: -1.23 eV
Max |F|: 4.3 eV/Å